# 1
Molecular formula: C10H8As2CuF28O2
Method: DFT, ωB97M-V with the def2-TZVPD basis set

```
! wB97M-V def2-TZVPD RIJCOSX def2/J DEFGRID3
* xyz -2 2
Cu -0.018 0.659 0.433
As 3.516 1.597 1.326
F 4.491 0.069 1.121
F 3.863 2.001 -0.369
F 2.701 3.103 1.397
F 3.305 1.380 3.102
F 5.056 2.460 1.791
F 2.087 0.552 0.952
As -0.373 2.751 3.587
F -0.986 4.159 4.466
F -0.882 1.824 5.042
F 0.137 1.296 2.672
F 0.136 3.772 2.239
F 1.308 2.808 4.261
F -1.950 2.572 2.777
C -3.277 1.309 -0.610
C -3.585 0.127 0.387
C -4.677 0.596 1.429
F -4.340 1.753 2.070
F -5.889 0.787 0.948
F -3.809 -0.983 -0.259
F -2.582 -0.214 1.231
O -2.050 0.959 -1.291
C -2.249 0.698 -2.709
C -2.353 2.018 -3.570
F -2.333 1.650 -4.907
F -3.521 2.531 -3.379
F -1.076 0.057 -2.906
F -3.265 -0.218 -2.980
H -3.087 2.196 -0.006
H -4.103 1.464 -1.304
H -4.820 -0.068 2.282
H -1.539 2.702 -3.332
C 2.504 -2.941 -0.239
C 1.169 -3.267 0.392
C 1.212 -4.353 1.490
F 1.756 -5.494 1.086
F 1.945 -3.852 2.517
F 0.592 -2.175 0.901
F 0.269 -3.631 -0.466
O 2.422 -1.893 -1.225
C 2.331 -2.146 -2.578
C 2.770 -0.827 -3.338
F 2.852 -0.728 -4.654
F 2.037 0.223 -2.925
F 3.135 -3.137 -2.774
F 1.159 -2.533 -3.036
H 2.917 -3.893 -0.574
H 3.176 -2.511 0.503
H 0.217 -4.616 1.851
H 3.698 -0.591 -2.817
*
```

Calculated values
Energy = -9444.827857 Eh
LUMO (alpha / beta) = 4.3 / 4.3 eV
<S²> = 0.7515

---

# 2
Molecular formula: C14H9FeNO5
Method: DFT, ωB97M-V with the def2-TZVPD basis set

```
! wB97M-V def2-TZVPD RIJCOSX def2/J DEFGRID3
* xyz 0 5
N -0.141 0.721 0.704
C -1.171 -0.198 0.687
O -2.373 0.035 0.562
C -0.546 -1.558 0.859
C 0.786 -1.403 0.916
C 1.083 0.071 0.805
O 2.200 0.580 0.808
H -1.162 -2.443 0.909
H 1.568 -2.140 1.025
O -3.873 7.689 -0.028
C -3.291 6.712 0.241
Fe -2.223 5.291 0.205
C -2.059 5.199 -1.606
O -1.859 5.269 -2.749
C -0.820 6.328 0.256
O -0.017 7.146 0.080
C -0.557 2.694 0.691
C -0.193 3.254 1.926
C -0.835 4.283 2.581
C -2.003 5.051 2.179
C -3.194 4.360 1.739
C -3.013 3.303 0.875
C -1.801 3.180 0.110
H 0.184 2.317 0.001
H 0.710 2.829 2.394
H -0.360 4.633 3.508
H -2.157 5.990 2.722
H -4.185 4.694 2.084
H -3.823 2.620 0.646
H -1.938 2.777 -0.904
*
```

Calculated values
Energy = -2233.271755 Eh
LUMO (alpha / beta) = -0.3 / -2.8 eV
<S²> = 6.1263

---

# 3
Molecular formula: C62H47AuN2P3S3Si
Method: DFT, ωB97M-V with the def2-TZVPD basis set

```
! wB97M-V def2-TZVPD RIJCOSX def2/J DEFGRID3
* xyz 1 1
Au 0.188 0.285 -0.428
C -4.249 4.179 -2.385
C -3.833 4.831 -1.228
C -2.888 4.246 -0.404
C -2.358 2.995 -0.733
C -2.763 2.358 -1.898
C -3.712 2.948 -2.722
P -1.191 2.162 0.361
C -0.136 3.506 0.981
C 0.383 4.416 0.059
C 1.251 5.411 0.480
C 1.625 5.492 1.816
C 1.121 4.580 2.733
C 0.236 3.592 2.319
C -2.127 1.557 1.804
C -3.327 2.120 2.224
C -3.974 1.613 3.342
C -3.425 0.551 4.047
C -2.234 -0.021 3.621
C -1.577 0.469 2.493
Si 0.005 -0.305 1.867
C -0.044 -2.174 1.908
C 0.418 -2.913 2.994
C 0.388 -4.302 2.965
C -0.102 -4.960 1.847
C -0.570 -4.238 0.756
C -0.542 -2.849 0.785
P -1.133 -1.801 -0.586
C -1.095 -2.823 -2.078
C -2.091 -3.777 -2.297
C -2.052 -4.570 -3.433
C -1.037 -4.399 -4.366
C -0.048 -3.449 -4.154
C -0.071 -2.668 -3.007
C -2.892 -1.538 -0.231
C -3.476 -1.908 0.977
C -4.809 -1.602 1.221
C -5.560 -0.940 0.261
C -4.982 -0.582 -0.951
C -3.650 -0.874 -1.194
C 1.504 0.379 2.752
C 1.532 0.630 4.124
C 2.666 1.166 4.716
C 3.781 1.465 3.943
C 3.771 1.218 2.579
C 2.636 0.673 1.988
P 2.518 0.255 0.222
C 3.362 -1.335 0.039
C 2.684 -2.429 -0.482
C 3.322 -3.656 -0.608
C 4.642 -3.789 -0.210
C 5.328 -2.698 0.313
C 4.693 -1.474 0.437
C 3.519 1.466 -0.660
C 4.299 1.086 -1.749
C 4.994 2.048 -2.466
C 4.907 3.384 -2.104
C 4.120 3.765 -1.024
C 3.421 2.811 -0.304
H -4.986 4.644 -3.027
H -4.244 5.799 -0.973
H -2.554 4.765 0.487
H -2.324 1.414 -2.181
H -4.019 2.441 -3.629
H 0.110 4.347 -0.987
H 1.638 6.123 -0.237
H 2.302 6.269 2.143
H 1.405 4.642 3.775
H -0.169 2.898 3.046
H -3.770 2.940 1.674
H -4.913 2.046 3.659
H -3.935 0.156 4.916
H -1.834 -0.876 4.157
H 0.831 -2.408 3.861
H 0.763 -4.869 3.806
H -0.113 -6.042 1.818
H -0.937 -4.762 -0.116
H -2.907 -3.883 -1.591
H -2.827 -5.307 -3.602
H -1.023 -4.998 -5.267
H 0.733 -3.304 -4.889
H 0.695 -1.917 -2.848
H -2.898 -2.431 1.728
H -5.260 -1.889 2.162
H -6.599 -0.707 0.455
H -5.565 -0.074 -1.709
H -3.197 -0.595 -2.138
H 0.655 0.433 4.732
H 2.676 1.368 5.779
H 4.658 1.900 4.404
H 4.634 1.475 1.977
H 1.653 -2.323 -0.791
H 2.785 -4.501 -1.019
H 5.143 -4.743 -0.306
H 6.359 -2.803 0.621
H 5.237 -0.628 0.838
H 4.362 0.045 -2.038
H 5.601 1.752 -3.311
H 5.451 4.132 -2.665
H 4.050 4.807 -0.742
H 2.802 3.113 0.534
S -1.243 -1.168 -7.550
C -0.969 -0.537 -6.059
S 0.575 0.007 -5.445
C -0.156 0.402 -3.909
N -1.418 0.154 -3.857
N -1.865 -0.355 -5.057
C -3.278 -0.540 -5.201
C -3.887 -1.621 -4.593
C -5.262 -1.773 -4.702
C -6.008 -0.852 -5.423
C -5.381 0.224 -6.040
C -4.009 0.384 -5.931
S 0.854 1.071 -2.665
H -3.286 -2.331 -4.044
H -5.749 -2.616 -4.228
H -7.079 -0.976 -5.514
H -5.962 0.934 -6.614
H -3.498 1.205 -6.419
*
```

Calculated values
Energy = -5144.121940 Eh
Energy relative to the best compared isomer or geometry (same formula, charge and spin) = 0.000 eV
LUMO = -2.9 eV